No. 1
# C10H17N

A cluster of 2 separate species, C10H17N in total at a distorted geometry (the ωB97M-V functional and the def2-TZVPD basis, the OMol25 dataset).

Results
energy above the lowest of the compared OMol25 structures with the same formula, charge and spin	62.22	kcal/mol
orbital gap	10.61	eV
E_LUMO	0.868	eV
spin multiplicity	1
SMILES	CC(C)(C)C.c1ccncc1
E_HOMO	-0.3580	Ha

The geometry in XYZ format:
```
28
Properties=species:S:1:pos:R:3:forces:R:3:mulliken_charge:R:1
C -0.310373 2.630358 0.883264 -0.35 -2.10 -3.08 1.49
C 1.114760 2.047096 1.067239 1.23 -0.90 0.60 -1.20
C -1.199712 1.944757 1.818844 -1.96 -1.32 2.44 -1.49
C -0.758317 2.016297 -0.503512 0.19 1.49 -0.41 -0.45
C -0.569686 4.120362 0.889784 0.19 -1.11 -1.53 -1.55
C 0.301811 -1.352288 -0.191018 0.21 -0.07 -0.02 0.17
C -0.437913 -1.543272 -1.355340 -0.61 -0.07 -0.02 -0.54
C -0.387498 -2.790957 -1.987621 0.36 -0.12 0.31 -0.43
C 0.422440 -3.775251 -1.404296 -0.23 0.38 -0.71 -0.37
C 1.165417 -3.432370 -0.277105 0.14 -0.84 0.33 -0.17
H 1.568301 2.523025 1.965425 0.08 -0.28 -0.57 0.39
H 0.965648 0.913745 1.384686 0.77 2.41 -0.85 0.35
H 1.899125 2.095092 0.171862 -1.97 0.11 1.78 0.25
H -2.341186 1.988441 1.603512 1.95 -0.23 -0.23 0.31
H -0.786835 0.881076 1.831704 -1.47 1.13 0.64 0.41
H -1.178361 2.428801 2.823893 0.40 -0.73 -0.21 0.40
H -1.829062 2.253613 -0.741798 0.94 -0.14 0.18 0.42
H -0.585388 0.941193 -0.648086 -0.06 0.63 0.38 -0.49
H -0.079622 2.562859 -1.171946 -0.47 -0.36 -0.68 0.40
H 0.165803 4.570430 0.176311 -0.72 0.42 1.08 0.37
H -1.612709 4.236153 0.536207 0.58 0.27 -0.08 0.34
H -0.594545 4.358489 1.928190 0.65 1.23 0.64 0.44
H 0.242342 -0.402420 0.335513 0.04 -0.39 -0.16 0.11
H -1.121603 -0.743553 -1.694819 0.59 -0.59 0.06 0.27
H -0.942909 -3.009959 -2.908273 0.16 0.19 0.49 0.37
H 0.490700 -4.765306 -1.873531 0.07 0.44 0.42 0.33
H 1.803539 -4.164617 0.214825 -0.02 -0.07 -0.29 0.38
N 1.127311 -2.265064 0.346416 -0.70 0.59 -0.50 -0.48
```
Positions in Å, forces in eV/Å.


No. 2
# C10H17N2

The ion C10H17N2 with charge +1 at a distorted geometry (the ωB97M-V functional and the def2-TZVPD basis, the OMol25 dataset).

Results
energy above the lowest of the compared OMol25 structures with the same formula, charge and spin	13.17	kcal/mol
orbital gap	8.01	eV
E_LUMO	-4.435	eV
spin multiplicity	1
SMILES	CC1(C)NCC[C@@H]1[N+]1=CC=CC1
net charge	+1
E_HOMO	-0.4575	Ha

The geometry in XYZ format:
```
29
Properties=species:S:1:pos:R:3:forces:R:3:mulliken_charge:R:1
C -0.542986 3.374225 -0.255059 0.67 -0.73 0.61 -0.74
C 0.009954 3.055244 0.950918 -0.52 1.08 0.58 -0.45
C -0.421592 2.173967 -1.031300 0.73 -0.87 1.36 0.08
C 0.598568 1.700820 0.965757 -2.35 0.26 0.04 -0.60
C 1.797228 -0.734686 -0.473577 1.44 1.91 -0.82 -0.59
C 1.516290 -1.791120 0.587042 -0.32 0.66 0.86 -0.76
C 0.454149 -0.109214 -0.821565 -2.15 -0.95 1.45 -0.39
C -0.684961 -1.168771 -0.002378 1.68 2.19 -1.58 1.34
C -2.024872 -0.505471 0.480384 2.25 -0.74 0.29 -1.57
C -0.810247 -2.286796 -1.037077 0.60 -1.58 1.75 -1.93
N 0.151939 1.217335 -0.323510 1.41 0.41 -0.78 0.29
N 0.213475 -1.372688 1.084935 0.07 -0.25 0.88 -0.39
H -0.906029 4.311285 -0.644939 -0.13 -0.01 0.28 0.48
H 0.140579 3.682902 1.829042 -0.16 0.15 -0.36 0.47
H -0.676050 1.961392 -2.047318 -0.31 0.09 -0.43 0.46
H 1.624903 1.956346 1.029658 1.61 -0.30 -0.44 0.37
H 2.423751 0.108040 -0.045636 -0.29 -1.13 -0.53 0.24
H 2.294026 -1.051763 -1.470091 -0.66 0.16 1.96 0.37
H 1.401047 -2.724862 0.075172 0.65 -1.00 0.17 0.31
H 2.192650 -1.756414 1.470543 -0.07 -0.53 -1.04 0.42
H 0.396697 -0.009028 -1.871502 -0.75 -0.32 -1.20 0.37
H -2.271114 0.211378 -0.259410 -1.08 0.36 -0.90 0.36
H -1.920617 0.079874 1.421253 0.17 -0.71 -0.46 0.30
H -2.697926 -1.340089 0.609291 -0.72 0.26 -0.05 0.46
H -0.872662 -3.267196 -0.567714 -0.24 -0.15 0.70 0.45
H 0.007387 -2.500437 -1.698593 0.74 0.77 -0.39 0.41
H -1.666416 -2.285427 -1.614617 -1.91 0.68 -1.27 0.52
H -0.124447 -1.907122 1.875449 -0.15 -0.16 -0.19 0.29
H 0.397279 0.978277 1.784844 -0.18 0.46 -0.49 0.44
```
Positions in Å, forces in eV/Å.


No. 3
# C10H17N2

A cluster of 2 separate species, C10H17N2 in total at a distorted geometry (the ωB97M-V functional and the def2-TZVPD basis, the OMol25 dataset).

Results
energy above the lowest of the compared OMol25 structures with the same formula, charge and spin	94.97	kcal/mol
orbital gap	7.59	eV
E_LUMO	-4.920	eV
spin multiplicity	1
net charge	+1
E_HOMO	-0.4596	Ha

The geometry in XYZ format:
```
29
Properties=species:S:1:pos:R:3:forces:R:3:mulliken_charge:R:1
C -1.055501 -1.413807 -0.039314 -1.82 0.66 -0.88 0.10
C -0.595677 -1.283415 1.083559 0.03 -1.19 -1.58 -0.04
C 2.059111 -0.930016 5.174152 0.57 -0.52 -0.76 -0.27
C -2.114218 0.820935 -2.757821 -2.82 2.20 1.64 -1.05
C -1.331300 -0.348708 -2.269798 1.10 1.78 -1.89 0.20
C -0.970387 1.053606 -1.840092 0.85 -0.70 -1.61 -0.27
C 0.592998 3.062405 -2.009963 1.54 -1.33 0.64 -1.24
C -1.949829 -1.177359 -1.259816 -1.58 -2.59 2.07 -1.04
C 0.254066 1.622175 -2.470116 2.33 -1.38 -0.70 -0.35
C 0.350318 -1.489214 2.064461 -0.18 -1.17 0.49 0.12
N 2.310521 -1.069871 3.934493 0.26 -0.21 0.66 -0.46
N 0.974028 -2.637074 2.254376 2.53 1.25 0.58 -0.27
H 2.758187 -0.397338 5.849639 -0.81 -0.31 -0.08 0.27
H 1.162898 -1.489088 5.476997 0.30 0.65 0.67 0.25
H -2.065361 1.330154 -3.672944 0.77 -0.30 -1.70 0.32
H -3.132650 1.201897 -2.392271 1.26 -1.60 0.10 0.20
H -0.619566 -0.707425 -3.058754 -0.79 -0.36 1.15 0.37
H -1.145575 1.382806 -0.875974 -0.58 0.23 2.00 0.70
H 1.465145 3.045413 -1.260818 -1.23 0.16 -1.21 0.25
H -0.239520 3.507658 -1.510295 -0.64 0.35 0.28 0.40
H 0.843395 3.660483 -2.867721 0.33 0.41 -0.14 0.33
H -2.861946 -0.698400 -0.800762 0.99 0.00 -0.42 0.28
H -2.427436 -2.123099 -1.679771 1.12 0.75 0.66 0.45
H 1.203155 0.874362 -2.350640 -2.04 1.78 0.02 0.22
H 0.029069 1.530971 -3.555844 0.59 0.56 0.44 0.32
H 0.470382 -0.638792 2.736598 0.84 -0.60 0.07 0.40
H 1.928331 -2.552796 2.808152 -2.77 0.23 -0.48 0.39
H 3.178240 -0.668117 3.626513 0.56 0.63 0.15 0.15
H 0.929121 -3.468345 1.663775 -0.71 0.63 -0.19 0.28
```
Positions in Å, forces in eV/Å.


Number 1: total energy -445.92809 Eh. Number 2: total energy -500.44752 Eh. Number 3: total energy -500.31717 Eh.